1.
Computed, not measured: an isolated ion of composition C5H12NO and charge -1 in a non-equilibrium geometry, with ωB97M-V with the def2-TZVPD basis set.

Values from the calculation:
2S+1 = 1
total charge = -1
calculated total energy = -8916.37713 eV
SMILES string = CC[C@@H](C[O-])NC

Last column: Mulliken charge in e.
Cartesian coordinates (Å):
C 0.93 -1.74 1.24  -0.885
N 0.70 -1.54 -0.18  -0.445
C -1.91 1.11 -1.06  -1.228
C -1.28 -0.15 -0.46  -0.628
C 0.20 -0.25 -0.66  0.298
C 0.93 1.00 -0.01  -1.063
O 0.43 1.44 1.16  -0.879
H 1.76 -1.18 1.69  0.252
H 1.07 -2.82 1.34  0.368
H 0.01 -1.52 1.78  0.271
H 1.54 -1.80 -0.69  0.262
H -2.97 1.23 -0.81  0.379
H -1.34 1.94 -0.64  0.282
H -1.73 1.09 -2.14  0.279
H -1.51 -0.03 0.61  0.185
H -1.79 -1.07 -0.74  0.468
H 0.47 -0.23 -1.73  0.298
H 2.01 0.71 0.11  0.399
H 0.90 1.74 -0.84  0.387

***

2.
Computed, not measured: a 2-piece molecular cluster, C5H12NO overall in a non-equilibrium geometry, with ωB97M-V with the def2-TZVPD basis set.

Values from the calculation:
2S+1 = 1
total charge = +1
calculated total energy = -8909.15803 eV

Last column: Mulliken charge in e.
Cartesian coordinates (Å):
C -1.59 1.71 -2.05  -1.044
C -0.97 0.30 -1.92  -0.600
C -0.52 0.01 -0.52  -0.123
C 0.44 0.67 0.11  -0.336
N 0.85 0.27 1.43  0.015
C 1.96 -0.22 1.78  -0.136
H -0.85 2.44 -1.76  0.332
H -1.78 1.96 -3.09  0.338
H -2.47 1.77 -1.42  0.324
H -1.63 -0.51 -2.23  0.336
H -0.10 0.28 -2.59  0.271
H -1.07 -0.73 0.03  0.302
H 0.89 1.57 -0.28  0.359
H 0.13 0.18 2.14  0.337
H 2.87 -0.05 1.21  0.320
H 2.09 -0.53 2.80  0.275
H -0.11 -2.72 2.32  0.318
H 1.05 -3.67 2.00  0.300
O 0.82 -2.73 2.02  -0.589

***

3.
Computed, not measured: a 2-piece molecular cluster, C5H12NO overall in a non-equilibrium geometry, with ωB97M-V with the def2-TZVPD basis set.

Values from the calculation:
2S+1 = 1
total charge = +1
calculated total energy = -8905.72797 eV

Last column: Mulliken charge in e.
Cartesian coordinates (Å):
C 1.22 -0.37 2.55  -0.397
C 1.88 0.09 1.20  -0.390
C -1.47 -0.36 -2.45  -1.019
C -0.53 -0.56 0.60  -1.162
C -1.17 0.68 -1.46  0.264
N 0.43 0.21 1.44  0.089
O -0.21 1.56 -1.51  -0.453
H 1.26 -1.48 2.53  0.260
H 1.43 0.17 3.41  0.331
H 2.53 0.91 1.21  0.285
H 2.17 -0.60 0.33  0.234
H -1.38 0.12 -3.43  0.363
H -2.54 -0.79 -2.31  0.302
H -0.78 -1.17 -2.41  0.339
H -0.17 -1.54 0.28  0.333
H -1.41 -0.65 1.08  0.492
H -1.98 1.28 -1.00  0.366
H 0.00 1.17 1.78  0.398
H 0.72 1.31 -1.84  0.364

***

4.
Computed, not measured: a 2-piece molecular cluster, C5H12NO overall in a non-equilibrium geometry, with ωB97M-V with the def2-TZVPD basis set.

Values from the calculation:
2S+1 = 1
total charge = +1
calculated total energy = -8906.88658 eV

Last column: Mulliken charge in e.
Cartesian coordinates (Å):
C -1.26 0.86 0.50  -0.705
C -0.67 0.61 1.86  -0.711
C -0.14 -0.20 0.73  0.912
C -0.47 -1.67 0.57  -1.394
C 1.04 -0.07 -2.35  -0.048
N 1.11 0.04 0.06  -0.492
O 1.75 0.88 -2.70  -0.302
H -2.27 0.49 0.23  0.286
H -0.96 1.97 0.30  0.230
H -0.09 1.47 2.19  0.278
H -1.11 0.11 2.76  0.266
H 0.24 -2.11 -0.09  0.406
H -1.46 -1.95 0.16  0.322
H -0.34 -2.04 1.68  0.302
H 1.56 -0.96 -2.39  0.360
H 0.03 0.03 -2.12  0.318
H 1.66 -0.87 -0.02  0.292
H 1.57 0.80 0.48  0.239
H 1.31 1.78 -2.53  0.440

***

5.
Computed, not measured: C5H12NO as an isolated structure in a non-equilibrium geometry, with ωB97M-V with the def2-TZVPD basis set.

Values from the calculation:
2S+1 = 1
total charge = +1
calculated total energy = -8907.82327 eV

Last column: Mulliken charge in e.
Cartesian coordinates (Å):
C 0.56 1.46 -0.59  -0.239
C 0.71 0.15 -0.41  0.566
C -0.40 2.32 0.29  -0.937
C 1.75 -0.74 -0.98  -1.348
C -0.39 -0.80 0.86  -0.312
N -1.63 -1.04 0.08  -0.276
O 0.26 -2.01 0.84  -0.487
H 1.24 1.91 -1.34  0.338
H -1.51 1.97 0.11  0.186
H -0.18 2.20 1.39  0.284
H -0.21 3.36 -0.09  0.339
H 1.20 -1.59 -1.42  0.298
H 2.28 -0.07 -1.63  0.443
H 2.52 -0.93 -0.17  0.271
H -0.78 -0.28 1.75  0.451
H -1.80 -0.42 -0.74  0.374
H -1.40 -1.97 -0.36  0.368
H -2.50 -1.04 0.69  0.359
H 0.28 -2.47 1.70  0.323

***

6.
Computed, not measured: C5H12NO as an isolated structure in a non-equilibrium geometry, with ωB97M-V with the def2-TZVPD basis set.

Values from the calculation:
2S+1 = 1
total charge = +1
calculated total energy = -8907.97148 eV

Last column: Mulliken charge in e.
Cartesian coordinates (Å):
O -2.41 -1.37 -0.47  -0.416
C -1.40 -1.09 -1.18  0.002
C -0.11 -0.76 -0.41  -0.362
C 0.64 0.60 -0.52  0.700
C 1.84 0.36 0.33  -1.669
C -0.23 1.85 -0.20  -1.310
N -0.76 -1.04 1.16  -0.544
H -1.35 -1.52 -2.24  0.354
H 0.55 -1.69 -0.42  0.505
H 0.92 0.69 -1.61  0.405
H 2.57 1.09 0.34  0.463
H 1.59 0.30 1.38  0.372
H 2.35 -0.51 0.04  0.439
H -0.13 2.63 -0.94  0.341
H -1.35 1.62 0.03  0.317
H 0.10 2.26 0.77  0.358
H -1.75 -1.55 0.62  0.455
H -0.72 -0.08 1.51  0.274
H -0.36 -1.78 1.81  0.317

***

7.
Computed, not measured: a 2-piece molecular cluster, C5H12NO overall in a non-equilibrium geometry, with ωB97M-V with the def2-TZVPD basis set.

Values from the calculation:
2S+1 = 1
total charge = +1
calculated total energy = -8908.92300 eV

Last column: Mulliken charge in e.
Cartesian coordinates (Å):
C -1.00 1.18 -0.64  -0.879
C 0.29 0.45 -1.04  -0.737
C 0.45 -1.05 -0.92  0.622
C 1.30 -1.71 -1.71  -0.934
C -0.36 -1.23 1.35  -0.196
N -0.13 -1.74 0.19  0.056
H -1.65 1.26 -1.51  0.386
H -0.68 2.10 -0.16  0.208
H -1.62 0.63 0.08  0.308
H 1.16 0.95 -0.63  0.299
H 0.34 0.62 -2.12  0.377
H 1.68 -1.30 -2.63  0.289
H 1.67 -2.69 -1.44  0.318
H -0.70 -1.92 2.11  0.288
H -0.01 -0.20 1.46  0.259
H -0.68 -2.59 0.01  0.322
H -0.81 2.50 2.47  0.327
H 0.69 2.73 2.60  0.325
O 0.05 2.02 2.50  -0.638

***

8.
Computed, not measured: a 2-piece molecular cluster, C5H12NO overall in a non-equilibrium geometry, with ωB97M-V with the def2-TZVPD basis set.

Values from the calculation:
2S+1 = 1
total charge = +1
calculated total energy = -8906.33719 eV

Last column: Mulliken charge in e.
Cartesian coordinates (Å):
C -1.49 0.85 1.55  -0.869
C -0.57 0.60 0.64  0.078
C 0.78 -1.53 0.93  -0.905
C -1.40 0.02 -1.39  -0.427
C 0.85 0.07 0.75  -0.166
N 1.50 0.43 -0.56  -0.228
O -0.38 0.16 -2.23  -0.553
H -1.11 0.99 2.64  0.211
H -2.47 1.02 1.32  0.336
H -0.12 -1.73 0.24  0.198
H 0.52 -1.72 1.91  0.378
H 1.72 -1.94 0.58  0.374
H -2.36 0.61 -1.69  0.339
H -1.49 -1.05 -1.09  0.303
H 1.32 0.67 1.55  0.478
H 1.89 1.42 -0.39  0.374
H 0.97 0.27 -1.45  0.369
H 2.31 -0.15 -0.54  0.333
H -0.46 1.00 -2.77  0.377